1.
Here is C58H50CeClN4O4S3Te as an isolated structure at a distorted geometry from the OMol25 dataset. Energies are from ωB97M-V/def2-TZVPD.

CARTESIAN COORDINATES (ANGSTROEM)
Ce -0.334 1.287 2.398
Cl -4.142 5.128 -3.239
C -3.406 4.121 -2.022
C -3.186 2.789 -2.329
C -2.600 1.925 -1.407
C -2.337 2.373 -0.072
O -1.785 1.564 0.775
C -2.666 3.773 0.212
C -2.424 4.261 1.573
N -1.820 3.619 2.531
C -1.852 4.252 3.859
C -1.937 5.649 4.072
C -2.152 6.099 5.408
C -2.091 5.226 6.465
C -1.839 3.854 6.298
C -1.917 2.871 7.337
C -1.882 1.551 7.019
C -1.542 1.210 5.647
N -1.520 2.058 4.651
C -1.772 3.362 4.954
C -3.190 4.610 -0.769
H -3.351 2.395 -3.331
H -2.405 0.929 -1.759
H -2.966 5.150 1.844
H -1.873 6.334 3.256
H -2.388 7.149 5.656
H -2.305 5.600 7.421
H -1.940 3.159 8.408
H -1.907 0.761 7.743
H -1.233 0.206 5.379
H -3.438 5.587 -0.411
S 1.541 3.421 3.764
C 2.116 1.886 4.224
N 1.480 0.741 4.250
C 2.297 -0.324 4.509
C 1.865 -1.671 4.570
C 2.819 -2.668 4.828
C 4.129 -2.350 5.126
C 4.551 -1.039 5.104
C 3.644 -0.061 4.679
S 3.846 1.637 4.574
H 0.813 -2.003 4.296
H 2.506 -3.752 4.773
H 4.827 -3.121 5.431
H 5.584 -0.779 5.323
O 3.368 -0.121 1.591
H 2.630 -0.334 2.160
H 2.941 0.488 0.965
C 1.266 10.495 -2.848
C 0.988 9.054 -2.406
O 0.174 8.684 -1.626
S 2.174 7.997 -3.281
C 1.936 6.358 -2.504
C 0.713 5.666 -2.566
C 0.572 4.521 -1.794
C 1.601 4.029 -1.078
C 2.872 4.686 -1.047
C 3.030 5.871 -1.749
C 1.393 2.877 -0.247
C 1.253 2.011 0.631
H 0.801 10.603 -3.837
H 2.379 10.578 -2.929
H 0.753 11.078 -2.082
H -0.079 6.081 -3.150
H -0.465 4.158 -1.790
H 3.616 4.360 -0.360
H 4.005 6.417 -1.657
C -1.633 -7.262 -7.848
C -1.637 -6.245 -6.726
C -0.863 -5.104 -6.776
C -0.783 -4.296 -5.633
C 0.134 -3.084 -5.664
C -1.509 -4.658 -4.496
Te -1.650 -3.399 -2.746
N 0.236 -0.630 1.644
C -0.594 -1.288 2.388
O -1.437 -0.620 3.243
C -0.848 -2.790 2.211
C 0.130 -3.500 1.467
C -0.070 -4.874 1.172
C -1.288 -5.467 1.480
C -2.204 -4.691 2.143
C -2.027 -3.359 2.500
C 0.403 -3.179 -2.216
C 1.234 -4.249 -1.940
C 0.692 -5.691 -1.956
C 2.576 -4.030 -1.504
C 3.033 -2.736 -1.264
C 4.338 -2.495 -0.644
C 2.121 -1.720 -1.531
C 0.856 -1.870 -2.012
C -0.021 -0.646 -2.142
C -2.296 -5.809 -4.506
C -2.965 -6.319 -3.289
C -2.377 -6.595 -5.626
H -2.689 -7.455 -8.158
H -1.180 -8.198 -7.523
H -1.054 -6.880 -8.725
H -0.262 -4.882 -7.604
H 0.918 -3.266 -6.402
H 0.559 -2.931 -4.703
H -0.426 -2.193 -6.034
H 1.039 -2.955 1.204
H 0.716 -5.534 0.723
H -1.448 -6.505 1.351
H -3.180 -5.141 2.416
H -2.810 -2.837 3.034
H -0.246 -5.753 -1.409
H 1.413 -6.384 -1.536
H 0.606 -5.990 -3.015
H 3.188 -4.918 -1.430
H 5.189 -2.997 -1.141
H 4.392 -2.815 0.408
H 4.509 -1.414 -0.528
H 2.436 -0.755 -1.211
H 0.579 0.253 -2.114
H -0.643 -0.553 -1.228
H -0.692 -0.646 -2.956
H -2.233 -6.799 -2.604
H -3.638 -7.112 -3.595
H -3.455 -5.526 -2.670
H -2.877 -7.532 -5.698

As for the energy: -5158.16795 Eh. The frontier orbital gap comes out at 6.60 eV. The HOMO energy comes out at -5.1 eV. The energy above the lowest of the compared OMol25 structures with the same formula, charge and spin is 7.5 kJ/mol. The charge is -1.

***

2.
Here is C58H50N3OP2Pt as an isolated structure from the OMol25 dataset. Energies are from ωB97M-V/def2-TZVPD.

CARTESIAN COORDINATES (ANGSTROEM)
Pt 0.077 -0.766 0.271
C 1.903 5.956 0.402
C 2.390 5.659 -0.992
C 3.401 6.409 -1.580
C 3.881 6.106 -2.847
C 3.329 5.057 -3.562
C 2.298 4.315 -3.004
C 1.846 4.593 -1.721
N 0.781 3.842 -1.140
C 0.880 2.574 -0.593
N 1.829 1.773 -1.174
C 2.607 0.814 -0.481
C 2.051 -0.130 0.389
C 2.924 -0.950 1.106
C 4.286 -0.929 0.876
C 4.812 -0.040 -0.045
C 3.995 0.853 -0.718
C 4.618 1.878 -1.629
N 0.171 2.162 0.409
C -0.663 3.085 1.083
C -1.737 3.716 0.443
C -2.446 4.726 1.075
C -2.102 5.106 2.362
C -1.095 4.424 3.028
C -0.368 3.410 2.413
C 0.741 2.710 3.152
H 2.540 6.695 0.883
H 1.902 5.052 1.014
H 0.882 6.349 0.397
H 3.823 7.240 -1.030
H 4.684 6.691 -3.275
H 3.689 4.818 -4.554
H 1.818 3.536 -3.588
H 0.126 4.417 -0.635
H 2.338 2.259 -1.893
H 2.561 -1.662 1.827
H 4.930 -1.616 1.410
H 5.880 -0.017 -0.225
H 5.699 1.752 -1.627
H 4.405 2.896 -1.297
H 4.277 1.773 -2.663
H -2.012 3.406 -0.559
H -3.263 5.212 0.555
H -2.629 5.916 2.850
H -0.853 4.695 4.049
H 0.469 2.586 4.200
H 1.668 3.289 3.110
H 0.945 1.736 2.709
O -1.977 -3.123 -1.309
C -3.283 -3.002 -0.914
C -4.198 -4.046 -0.893
C -5.506 -3.795 -0.513
C -5.895 -2.520 -0.137
C -4.952 -1.510 -0.071
C -3.630 -1.734 -0.449
P -2.302 -0.486 -0.159
C -2.517 0.733 -1.495
C -3.755 1.267 -1.851
C -3.827 2.295 -2.779
C -2.672 2.782 -3.375
C -1.444 2.206 -3.082
C -1.370 1.180 -2.153
C -2.997 0.178 1.396
C -2.594 -0.516 2.539
C -3.168 -0.249 3.770
C -4.151 0.724 3.874
C -4.538 1.436 2.748
C -3.967 1.167 1.514
C -1.437 -4.367 -1.541
C -1.875 -5.202 -2.556
C -1.268 -6.437 -2.707
C -0.229 -6.819 -1.869
C 0.240 -5.951 -0.897
C -0.372 -4.714 -0.712
P 0.282 -3.308 0.298
C 0.586 -3.887 2.000
C 0.627 -2.892 2.981
C 0.986 -3.192 4.285
C 1.280 -4.503 4.631
C 1.159 -5.511 3.687
C 0.805 -5.210 2.380
C 1.913 -3.338 -0.561
C 2.039 -2.558 -1.710
C 3.196 -2.617 -2.470
C 4.225 -3.471 -2.099
C 4.105 -4.246 -0.956
C 2.953 -4.180 -0.187
H -3.892 -5.049 -1.151
H -6.216 -4.612 -0.499
H -6.919 -2.321 0.146
H -5.246 -0.543 0.312
H -4.667 0.872 -1.423
H -4.789 2.717 -3.039
H -2.733 3.597 -4.085
H -0.546 2.559 -3.571
H -0.418 0.716 -1.922
H -1.829 -1.282 2.453
H -2.855 -0.804 4.646
H -4.613 0.928 4.831
H -5.297 2.204 2.832
H -4.269 1.742 0.649
H -2.664 -4.885 -3.225
H -1.606 -7.099 -3.493
H 0.239 -7.786 -1.998
H 1.093 -6.241 -0.302
H 0.373 -1.871 2.712
H 1.046 -2.403 5.024
H 1.588 -4.741 5.641
H 1.350 -6.539 3.964
H 0.685 -6.011 1.666
H 1.224 -1.906 -2.009
H 3.294 -1.997 -3.352
H 5.121 -3.530 -2.703
H 4.912 -4.904 -0.659
H 2.871 -4.772 0.718

The expectation value of S² is 2.0075. As for the multiplicity: 3. As for the energy: -3281.51431 Eh. The frontier orbital gap (spin up / spin down) comes out at 7.78 / 5.49 eV. The HOMO energy (spin up / spin down) comes out at -9.5 / -10.2 eV. The charge is +1.